A 8-piece molecular cluster, C26H73N5O11 overall, computed with ωB97M-V/def2-TZVPD.

HOMO energy, eV: -8.4
SMILES string: COC[C@H](C)N.COC[C@H](C)N.COCCNCCOC.COCCNCCOC.COCCNCCOC.O.O.O
Electronic energy, eV: -58112.7286
Energy relative to the best compared isomer or geometry (same formula, charge and spin), eV: 2.4108

Cartesian coordinates (Å):
C -1.0991 5.9741 0.7305
O 0.3105 6.0396 0.7213
C 0.8312 5.2042 -0.3884
C 2.3505 5.2601 -0.3230
C 2.7230 4.6146 1.0023
N 2.9065 6.5598 -0.4893
H -1.4582 6.7216 1.4673
H -1.4419 4.9861 1.0941
H -1.7143 6.2412 -0.1046
H 0.4426 4.2092 -0.2194
H 0.3166 5.5620 -1.2722
H 2.6708 4.5403 -1.1254
H 2.3847 5.2428 1.8409
H 3.7650 4.2858 1.0433
H 2.1570 3.6335 1.0638
H 2.7553 6.8156 -1.4899
H 2.4108 7.2755 0.0477
C 3.7455 0.8238 4.5203
O 2.6451 0.5917 3.5905
C 1.7482 -0.4335 3.8964
C 0.3332 0.0907 3.5499
C -0.0661 1.3332 4.2945
N -0.6525 -1.0276 3.6364
H 4.4200 -0.0664 4.5165
H 3.3876 1.0150 5.5469
H 4.2109 1.7561 4.1973
H 1.8981 -1.2895 3.1997
H 1.8951 -0.8061 4.9098
H 0.4602 0.3667 2.4531
H 0.7246 2.0469 4.1204
H -0.3823 1.1897 5.3054
H -0.9219 1.7223 3.7239
H -0.3291 -1.9543 3.3437
H -1.0942 -1.0264 4.5401
C -5.7372 -5.5764 -1.2363
O -5.7570 -4.2651 -1.8288
C -4.8567 -3.3365 -1.2610
C -5.1827 -2.0059 -1.7966
N -4.1393 -1.1086 -1.2871
C -4.4401 0.3280 -1.4893
C -3.3878 1.2525 -0.8838
O -3.6618 1.3944 0.4793
C -3.0314 2.4914 1.0247
H -5.9584 -5.4740 -0.1272
H -4.8474 -6.1377 -1.4513
H -6.5900 -6.0755 -1.6716
H -3.8324 -3.5579 -1.5159
H -4.9076 -3.3751 -0.1678
H -6.2037 -1.7317 -1.3815
H -5.2188 -2.0226 -2.8937
H -4.0187 -1.4533 -0.3280
H -5.4587 0.6660 -1.0727
H -4.4759 0.4912 -2.5720
H -3.5539 2.2302 -1.2756
H -2.4250 0.8691 -1.1436
H -3.3293 2.4354 2.1025
H -3.3625 3.4816 0.6287
H -1.9420 2.3591 0.8602
C 4.1110 0.6037 -0.7133
O 2.8685 0.6249 -1.3844
C 2.9612 0.6715 -2.7811
C 1.5973 0.8369 -3.3335
N 0.9836 2.1177 -2.9686
C -0.3761 2.2370 -3.4970
C -0.9805 3.5786 -3.0664
O -2.3812 3.5658 -3.1739
C -2.9730 4.7515 -2.7619
H 3.9104 0.6311 0.3548
H 4.6381 1.5454 -0.9953
H 4.7057 -0.3042 -0.9674
H 3.5179 -0.2695 -3.0592
H 3.5633 1.5551 -3.1241
H 1.0773 -0.0683 -3.0930
H 1.7752 0.7993 -4.3833
H 0.9199 2.1072 -1.9813
H -1.0014 1.4106 -3.1306
H -0.2705 2.0007 -4.5518
H -0.6078 4.3259 -3.7349
H -0.6254 3.9347 -2.1023
H -2.8941 4.7606 -1.6337
H -4.0500 4.7464 -3.0568
H -2.4708 5.6394 -3.1661
C 0.8968 -2.7651 1.2768
O 0.4615 -3.8765 2.0896
C -0.3225 -4.8103 1.4156
C 0.5231 -5.9414 0.7790
N 1.7342 -5.4704 0.1839
C 2.9099 -5.5095 1.0777
C 4.2191 -5.2185 0.4004
O 4.3072 -5.8389 -0.8288
C 5.2975 -5.3757 -1.7060
H 0.0598 -2.1013 1.2188
H 0.9714 -3.1507 0.2559
H 1.7877 -2.3801 1.7021
H -0.9550 -4.3452 0.6409
H -1.0244 -5.1312 2.1737
H -0.0957 -6.4565 0.0295
H 0.8456 -6.6033 1.5606
H 1.9124 -5.8480 -0.7367
H 3.0467 -6.4062 1.6662
H 2.8483 -4.6973 1.8414
H 5.1155 -5.5234 0.9756
H 4.2598 -4.1350 0.2008
H 5.0346 -5.7120 -2.7455
H 6.2939 -5.6336 -1.4437
H 5.3101 -4.3382 -1.7369
O -1.9414 -0.5739 1.2977
H -1.6484 -0.7661 2.2616
H -2.6143 0.0746 1.2298
O -1.2337 -1.4645 -2.1545
H -0.8104 -0.9289 -1.4375
H -2.1740 -1.3502 -1.8639
O 0.1646 0.5831 -0.2562
H -0.3025 0.1753 0.4829
H 1.1085 0.3400 -0.2017

A 2-piece molecular cluster, C4H12 overall, computed with ωB97M-V/def2-TZVPD.

HOMO energy, eV: -11.5
SMILES string: CC.CC
Electronic energy, eV: -4342.2029
Energy relative to the best compared isomer or geometry (same formula, charge and spin), eV: 0.3253

Cartesian coordinates (Å):
C -2.0075 1.8760 1.1818
C -0.9471 0.8450 0.6947
H -2.6953 1.4714 1.9307
H -1.5268 2.7402 1.6379
H -2.6923 2.2169 0.4014
H -0.4121 0.5430 1.5861
H -1.4719 0.0878 0.1341
H -0.2796 1.4643 0.0979
C 1.0634 -1.6440 -1.4853
C 1.9848 -1.1348 -0.4315
H 1.4198 -2.4467 -2.1446
H 0.2237 -2.1846 -1.0264
H 0.6435 -0.9239 -2.1838
H 1.4768 -0.3533 0.1357
H 2.9020 -0.7027 -0.8399
H 2.3185 -1.8546 0.3113

Number 1: gap between HOMO and LUMO 8.95 eV. Number 2: gap between HOMO and LUMO 12.64 eV.